(1)
This record from the Open Molecules 2025 dataset describes C4H8O as an isolated structure in a non-equilibrium geometry. The level of theory is the ωB97M-V functional and the def2-TZVPD basis.

## Properties
strongest force on any atom = 0.0842 Eh/bohr
Kohn-Sham gap = 0.368 Eh
2S+1 = 1
molar mass = 72.107 Da
electronic energy = -232.33188 a.u.
E_LUMO = 0.93 eV
relative energy (zero: lowest compared OMol25 entry of this formula, charge and spin) = 71.4 kcal/mol

Geometry (Å):
C: 1.9769 0.5724 0.0342
C: 0.4915 0.9267 0.1435
C: -0.4427 -0.0118 -0.0870
O: -0.1368 -1.3990 -0.4568
C: -1.9101 0.0054 0.2678
H: 2.5627 1.1853 0.7002
H: 2.2171 0.5781 -1.0240
H: 2.0802 -0.4600 0.3677
H: 0.2280 1.9726 -0.0453
H: 0.1080 -1.0267 0.4826
H: -2.0010 -0.5048 1.2318
H: -2.5400 -0.4696 -0.4784
H: -2.2785 1.0391 0.3739

(2)
This record from the Open Molecules 2025 dataset describes C2HCoLiO2 as an isolated structure in a non-equilibrium geometry. The level of theory is the ωB97M-V functional and the def2-TZVPD basis.

## Properties
strongest force on any atom = 0.0486 Eh/bohr
Kohn-Sham gap (alpha / beta) = 0.312 / 0.312 Eh
2S+1 = 4
molar mass = 122.902 Da
electronic energy = -1617.52454 a.u.
E_LUMO (alpha / beta) = -0.36 / -0.26 eV

Geometry (Å):
O: 0.1507 -1.6775 0.2015
C: 0.5065 -0.7831 -0.5190
C: 0.8407 0.3408 -1.0364
H: 1.7481 0.6330 -1.5545
Li: -1.1532 -0.8313 1.5986
Co: -0.7616 1.4076 -0.1709
O: -1.3312 0.9105 1.4807

(3)
This record from the Open Molecules 2025 dataset describes a 2-piece molecular cluster, C10H15NO2 overall in a non-equilibrium geometry. The level of theory is the ωB97M-V functional and the def2-TZVPD basis.

## Properties
SMILES = Cc1ccc(O)cc1.CCC(N)=O
strongest force on any atom = 0.0241 Eh/bohr
Kohn-Sham gap = 0.354 Eh
2S+1 = 1
molar mass = 181.235 Da
electronic energy = -595.29355 a.u.
E_LUMO = 0.61 eV
relative energy (zero: lowest compared OMol25 entry of this formula, charge and spin) = 7.6 kcal/mol

Geometry (Å):
C: -2.2178 1.2648 2.2747
C: -1.3682 1.4852 1.0585
C: 0.0213 1.5160 1.1413
C: 0.7620 1.6022 -0.0264
C: 0.1257 1.8462 -1.2204
O: 0.8776 2.0106 -2.3828
C: -1.2515 2.0014 -1.3129
C: -1.9760 1.8283 -0.1465
H: -3.1374 0.7686 1.9726
H: -2.3523 2.1404 2.8966
H: -1.7239 0.5157 2.8961
H: 0.5036 1.5154 2.1014
H: 1.8425 1.5450 0.0160
H: 1.5966 2.6478 -2.2197
H: -1.7257 2.2498 -2.2489
H: -3.0513 1.9221 -0.1319
C: 0.1062 -3.0112 0.7266
C: 0.4555 -2.0992 -0.4395
C: 1.8681 -2.3148 -0.9299
N: 2.5233 -1.1987 -1.3627
O: 2.4100 -3.4018 -0.9338
H: 0.5536 -2.6407 1.6362
H: 0.6836 -3.9324 0.6156
H: -0.9493 -3.1901 0.8531
H: -0.2266 -2.2142 -1.2826
H: 0.2880 -1.0545 -0.2078
H: 3.4119 -1.4096 -1.7933
H: 1.9507 -0.3923 -1.5494

(4)
This record from the Open Molecules 2025 dataset describes a 2-piece molecular cluster, C7H12BrI2NO3S overall in a non-equilibrium geometry. The level of theory is the ωB97M-V functional and the def2-TZVPD basis.

## Properties
SMILES = C/C(I)=C(\I)N(S)C(=O)OBr.CC(C)O
strongest force on any atom = 0.0457 Eh/bohr
Kohn-Sham gap = 0.292 Eh
2S+1 = 1
molar mass = 523.956 Da
electronic energy = -4121.86732 a.u.
E_LUMO = -1.06 eV
relative energy (zero: lowest compared OMol25 entry of this formula, charge and spin) = 14.2 kcal/mol

Geometry (Å):
C: 3.1710 0.6685 -1.9410
C: 2.0415 1.0606 -2.9227
I: 2.4830 1.0561 -5.0267
C: 0.8359 1.4146 -2.4997
I: 0.4356 1.4010 -0.3834
N: -0.1572 1.8255 -3.4827
S: -0.3390 3.5845 -3.2349
C: -1.4067 1.1495 -3.2853
O: -1.5867 0.0243 -3.5505
O: -2.4649 1.9392 -2.8135
Br: -3.2639 1.2076 -1.3422
H: 2.9293 -0.2627 -1.4100
H: 4.0900 0.5890 -2.5504
H: 3.3514 1.5218 -1.2589
H: 0.9134 3.8767 -2.7731
C: -0.9995 -2.7686 2.3790
C: -0.3681 -1.6417 3.1816
C: -1.2124 -1.2872 4.3959
O: -0.2170 -0.4901 2.3508
H: -1.9858 -2.4748 2.0078
H: -0.3888 -3.0060 1.5063
H: -1.1101 -3.6707 2.9836
H: 0.6321 -1.9363 3.5038
H: -2.2056 -0.9450 4.0907
H: -0.7529 -0.4714 4.9566
H: -1.3291 -2.1452 5.0604
H: -1.0956 -0.2192 2.0586

(5)
This record from the Open Molecules 2025 dataset describes a 7-piece molecular cluster, C58H88N7OS overall in a non-equilibrium geometry. The level of theory is the ωB97M-V functional and the def2-TZVPD basis.

## Properties
strongest force on any atom = 0.0675 Eh/bohr
Kohn-Sham gap = 0.286 Eh
2S+1 = 1
total charge = +1
molar mass = 931.457 Da
electronic energy = -3118.81435 a.u.
E_LUMO = -2.66 eV

Geometry (Å):
C: -6.9239 -0.2374 3.8415
C: -6.0662 0.1422 2.4573
C: -6.9621 -0.3929 1.1929
C: -6.3123 -0.1199 -0.2873
C: -5.0571 -1.0950 -0.6883
C: -3.5890 -0.5895 -0.1524
C: -2.9832 0.7208 -0.9326
C: -3.3473 2.1663 -0.2189
C: -2.8497 2.2950 1.3399
C: -1.9491 3.6827 1.4576
C: -0.4316 3.2598 0.8976
C: 0.4779 2.9929 2.2355
C: 0.3477 1.4335 2.8259
C: 1.6071 1.2409 3.8687
C: 2.8560 0.5926 3.0348
C: 3.0500 -1.0236 3.1855
C: 4.7093 -1.1354 3.3595
C: 5.2415 -0.6053 4.8237
C: 5.7837 -1.8968 5.6862
S: 5.0671 -1.9100 7.4415
C: 2.3115 -1.8553 4.3868
C: 2.4670 -3.3852 3.7296
N: 2.5432 -3.2562 2.2116
C: 2.3517 -1.7589 1.8925
O: 2.8329 -1.4610 0.5312
C: 1.6989 -1.4111 -0.4388
C: 2.2779 -1.8968 -1.8959
C: 2.6761 -3.4861 -1.7767
C: 1.2336 -1.7119 -3.1502
C: 0.2636 -0.3674 -3.0199
C: 0.2018 -2.9850 -3.3663
H: -7.6789 0.6090 4.1452
H: -7.4142 -1.2855 3.6535
H: -6.0821 -0.4135 4.6686
H: -5.9169 1.3209 2.4388
H: -5.0257 -0.4010 2.5866
H: -7.2619 -1.5261 1.2408
H: -7.9853 0.2178 1.2265
H: -6.0991 1.0280 -0.3666
H: -7.1751 -0.3463 -1.0799
H: -5.0466 -1.2406 -1.8537
H: -5.2963 -2.1632 -0.2158
H: -2.8323 -1.4846 -0.3747
H: -3.5283 -0.3952 1.0006
H: -3.2243 0.7261 -2.0972
H: -1.7946 0.6287 -0.8730
H: -4.4758 2.4822 -0.3308
H: -2.7275 2.9841 -0.8293
H: -3.7264 2.2612 2.1342
H: -2.1787 1.3369 1.5753
H: -1.9356 4.0762 2.5610
H: -2.3603 4.4921 0.7017
H: -0.4855 2.2285 0.2991
H: 0.0194 4.0944 0.2010
H: 0.1544 3.7430 3.0923
H: 1.6118 3.1836 1.9716
H: 0.3344 0.6377 1.9509
H: -0.6874 1.3354 3.3726
H: 1.9459 2.3456 4.1707
H: 1.3364 0.7076 4.8735
H: 3.8132 1.2356 3.2917
H: 2.6476 0.7989 1.8777
H: 5.0251 -2.2383 3.1287
H: 5.2004 -0.4319 2.5354
H: 6.1861 0.0901 4.6027
H: 4.4377 -0.0069 5.4440
H: 6.9701 -1.8279 5.7737
H: 5.5287 -2.9184 5.1611
H: 3.8081 -2.5549 7.4402
H: 1.1364 -1.7844 4.4812
H: 2.7074 -1.6887 5.4792
H: 3.4694 -3.9280 4.0583
H: 1.4814 -3.9477 4.0978
H: 1.6316 -3.6749 1.9137
H: 3.4248 -3.5194 1.7185
H: 1.1846 -1.6556 2.1162
H: 0.8942 -2.1688 -0.0272
H: 1.3179 -0.2863 -0.4313
H: 3.2317 -1.2226 -2.1427
H: 3.0090 -3.8352 -2.8657
H: 3.5813 -3.5431 -1.0015
H: 1.7745 -4.1005 -1.3474
H: 1.8639 -1.5888 -4.1410
H: -0.5010 -0.3221 -3.9352
H: -0.4150 -0.5668 -2.0663
H: 0.8763 0.6301 -2.9604
H: -0.5888 -2.6529 -4.1944
H: 0.7588 -3.9261 -3.7846
H: -0.4151 -3.2608 -2.4059
N: -4.4865 3.9512 -4.5754
C: -4.8734 5.2245 -4.3422
C: -5.8529 5.5770 -3.4275
C: -6.4783 4.5632 -2.7095
C: -6.1029 3.2418 -2.9288
C: -5.1103 2.9888 -3.8619
H: -4.3583 5.9792 -4.9294
H: -6.1219 6.6166 -3.2790
H: -7.2516 4.8008 -1.9848
H: -6.5715 2.4289 -2.3857
H: -4.7798 1.9742 -4.0662
N: -0.3444 3.0268 -9.2882
C: -0.7314 4.3001 -9.0550
C: -1.7108 4.6526 -8.1403
C: -2.3363 3.6388 -7.4223
C: -1.9609 2.3175 -7.6416
C: -0.9683 2.0644 -8.5747
H: -0.2163 5.0548 -9.6422
H: -1.9798 5.6922 -7.9918
H: -3.1096 3.8764 -6.6976
H: -2.4294 1.5046 -7.0985
H: -0.6378 1.0499 -8.7790
N: -2.5484 -5.1705 -1.8439
C: -3.5184 -4.7348 -2.6773
C: -4.1108 -5.5244 -3.6498
C: -3.6813 -6.8408 -3.7805
C: -2.6825 -7.3181 -2.9380
C: -2.1533 -6.4535 -1.9934
H: -3.8169 -3.6998 -2.5383
H: -4.8879 -5.1225 -4.2901
H: -4.1213 -7.4895 -4.5323
H: -2.3255 -8.3389 -3.0148
H: -1.3742 -6.7800 -1.3102
N: 5.1660 -5.8508 3.4876
C: 5.8273 -6.3753 4.5425
C: 6.8749 -7.2746 4.4255
C: 7.2680 -7.6648 3.1497
C: 6.6050 -7.1434 2.0435
C: 5.5713 -6.2469 2.2615
H: 5.4814 -6.0426 5.5169
H: 7.3720 -7.6619 5.3077
H: 8.0844 -8.3690 3.0183
H: 6.8870 -7.4279 1.0361
H: 5.0253 -5.8094 1.4304
N: 3.9978 1.9269 11.7960
C: 4.1819 1.2826 10.6229
C: 4.1068 -0.0936 10.4794
C: 3.8298 -0.8588 11.6074
C: 3.6371 -0.2243 12.8303
C: 3.7286 1.1576 12.8732
H: 4.3987 1.9229 9.7728
H: 4.2609 -0.5576 9.5119
H: 3.7644 -1.9404 11.5343
H: 3.4203 -0.7922 13.7279
H: 3.5826 1.6995 13.8034
N: 1.6992 7.0809 -10.0286
C: 2.4107 8.1589 -9.6326
C: 2.4284 9.3641 -10.3163
C: 1.6741 9.4719 -11.4798
C: 0.9321 8.3783 -11.9143
C: 0.9752 7.2162 -11.1609
H: 2.9856 8.0241 -8.7210
H: 3.0164 10.1983 -9.9506
H: 1.6641 10.4003 -12.0433
H: 0.3345 8.4300 -12.8173
H: 0.4105 6.3364 -11.4565

(6)
This record from the Open Molecules 2025 dataset describes C5H6NO as an isolated structure in a non-equilibrium geometry. The level of theory is the ωB97M-V functional and the def2-TZVPD basis.

## Properties
strongest force on any atom = 0.1306 Eh/bohr
Kohn-Sham gap = 0.271 Eh
2S+1 = 1
total charge = +1
molar mass = 96.109 Da
electronic energy = -323.57152 a.u.
E_LUMO = -6.59 eV
relative energy (zero: lowest compared OMol25 entry of this formula, charge and spin) = 187.3 kcal/mol

Geometry (Å):
C: -2.7244 0.4588 0.1296
C: -2.2248 -0.7817 -0.1059
C: -1.3343 0.2907 0.0750
C: -0.0149 0.7200 0.1229
C: 2.3372 0.0510 -0.0516
N: 0.9632 -0.1104 -0.0176
O: 0.5301 -1.8686 -0.1706
H: -3.5555 1.1159 0.2714
H: -2.3474 -1.8255 -0.2995
H: 0.2156 1.7734 0.2811
H: 2.8077 -0.6829 0.6137
H: 2.6419 1.0691 0.2053
H: 2.7057 -0.2100 -1.0539